Entry 1:
The following is a quantum chemistry calculation of a single C4H4O3 molecule, from the OMol25 dataset.

```
11
Properties=species:S:1:pos:R:3:nbo_charge:R:1
C 0.90 -0.24 1.61 -0.73
C 0.40 0.89 0.75 0.43
O 0.20 2.03 1.12 -0.51
C 0.20 0.59 -0.70 0.25
O -0.93 -0.08 -0.83 -0.51
C -1.21 -0.45 -2.17 0.65
O -2.07 -1.22 -2.42 -0.47
H 0.04 -0.84 1.93 0.25
H 1.40 0.17 2.50 0.25
H 1.58 -0.89 1.06 0.23
H -0.50 0.05 -2.84 0.15
```

Summary:
Orbital gap, eV: 9.08
Charge: 0
Largest force on an atom, eV/Å: 0.79
LUMO energy, eV: -0.461
Energy relative to the best compared isomer or geometry (same formula, charge and spin), kJ/mol: 305.58


Entry 2:
The following is a quantum chemistry calculation of a molecular structure, C26H41MoN2S in a non-equilibrium geometry, from the OMol25 dataset.

```
71
Properties=species:S:1:pos:R:3:mulliken_spin:R:1
C -2.21 0.29 -0.64 -0.11
C -1.88 -1.11 -0.82 0.15
C -0.94 -1.20 -1.90 -0.21
C -0.66 0.14 -2.38 0.20
C -1.46 1.05 -1.60 -0.10
Mo 0.04 -0.02 -0.15 1.90
C 2.39 1.10 0.21 0.07
C 1.45 1.52 1.13 -0.03
H 1.53 1.20 2.18 -0.01
C 0.20 2.16 0.71 -0.04
H 0.20 2.86 -0.11 0.01
H -0.51 2.49 1.52 -0.01
C 3.59 0.36 0.72 0.01
H 3.38 -0.17 1.65 0.00
H 3.95 -0.37 -0.01 0.00
H 4.41 1.07 0.90 0.00
C 2.53 1.74 -1.13 0.04
H 1.62 2.26 -1.49 -0.01
H 3.34 2.48 -1.11 0.01
H 2.81 1.00 -1.91 -0.02
C -2.50 -2.27 -0.11 0.01
H -2.75 -2.02 0.93 -0.01
H -3.42 -2.60 -0.61 0.00
H -1.81 -3.12 -0.08 0.00
C -0.50 -2.47 -2.54 -0.01
H -0.28 -3.25 -1.80 0.00
H -1.29 -2.85 -3.20 0.00
H 0.41 -2.34 -3.14 0.00
C 0.16 0.49 -3.58 0.03
H 1.02 -0.18 -3.70 -0.01
H -0.44 0.41 -4.50 0.00
H 0.54 1.52 -3.53 0.00
C -1.63 2.51 -1.90 0.00
H -0.69 2.98 -2.23 0.00
H -2.37 2.65 -2.70 0.00
H -1.99 3.06 -1.02 0.00
C -3.24 0.82 0.31 0.01
H -3.04 1.87 0.57 -0.01
H -4.25 0.77 -0.11 0.00
H -3.25 0.25 1.26 0.00
C 1.48 -1.69 -0.25 0.02
C 1.67 -2.57 0.79 -0.13
C 2.16 -1.89 -1.46 -0.04
C 2.52 -3.68 0.63 0.00
H 1.15 -2.43 1.74 -0.01
C 3.01 -2.98 -1.62 0.01
H 2.03 -1.20 -2.30 -0.01
C 3.19 -3.89 -0.57 0.00
H 2.65 -4.37 1.47 0.00
H 3.53 -3.13 -2.57 0.00
H 3.86 -4.75 -0.69 0.00
C -4.30 2.39 3.77 0.01
C -3.67 1.19 4.43 0.01
N -2.57 0.64 3.58 0.06
C -1.50 1.35 3.17 0.16
S -0.90 0.62 1.77 -0.01
N -0.78 2.27 3.79 0.07
C -0.95 2.64 5.25 -0.01
C -0.64 1.46 6.14 0.01
H -3.57 3.19 3.62 0.00
H -5.10 2.77 4.42 0.00
H -4.73 2.11 2.80 0.00
H -3.27 1.41 5.42 0.00
H -4.42 0.40 4.57 0.00
H -2.78 -0.31 3.21 -0.01
H 0.08 2.73 3.41 0.00
H -0.26 3.45 5.48 0.00
H -1.96 3.06 5.36 0.00
H 0.41 1.17 6.00 0.00
H -0.78 1.77 7.18 0.00
H -1.27 0.60 5.93 0.00
```

Summary:
Orbital gap (spin up / spin down), eV: 6.80 / 6.72
2S+1: 3
Charge: +1
Largest force on an atom, eV/Å: 6.72
LUMO energy (spin up / spin down), eV: -2.454 / -3.203
Energy relative to the best compared isomer or geometry (same formula, charge and spin), kJ/mol: 434.25


Entry 3:
The following is a quantum chemistry calculation of 3 unconnected molecules or ions with the total composition C4H15NO2S in a non-equilibrium geometry, from the OMol25 dataset.

```
23
Properties=species:S:1:pos:R:3:nbo_charge:R:1
C -0.82 -1.34 1.28 -0.45
C 0.03 -2.29 0.46 -0.50
S -0.71 -2.64 -1.19 -0.09
C -0.89 0.14 0.86 -0.23
N 0.27 1.00 1.02 -0.66
C 1.57 0.57 0.55 -0.43
H -1.85 -1.73 1.31 0.22
H -0.61 -1.47 2.37 0.20
H 0.04 -3.28 0.88 0.22
H 1.03 -1.95 0.29 0.21
H -0.56 -1.43 -1.74 0.14
H -1.22 0.13 -0.19 0.21
H -1.71 0.59 1.42 0.21
H 0.31 1.36 1.96 0.36
H 2.23 1.43 0.48 0.19
H 1.46 0.03 -0.39 0.22
H 2.13 -0.04 1.28 0.17
H -0.15 3.73 -0.86 0.47
H -0.19 2.22 -0.52 0.50
O -0.63 2.92 -1.04 -0.98
H -0.08 1.47 -2.60 0.51
H 0.36 0.04 -3.18 0.48
O -0.04 0.52 -2.44 -0.98
```

Summary:
Orbital gap, eV: 9.47
Structure (SMILES): CNCCCS.O.O
Charge: 0
Largest force on an atom, eV/Å: 1.62
LUMO energy, eV: 0.689
Energy relative to the best compared isomer or geometry (same formula, charge and spin), kJ/mol: 51.30


Entry 4:
The following is a quantum chemistry calculation of 2 unconnected molecules or ions with the total composition C11H14NOS in a non-equilibrium geometry, from the OMol25 dataset.

```
28
Properties=species:S:1:pos:R:3:nbo_charge:R:1
C 3.27 1.76 1.19 -0.38
C 3.07 1.81 -0.21 -0.21
C 2.26 1.17 1.97 -0.18
C 2.04 1.21 -0.80 -0.24
C 1.24 0.52 1.33 -0.40
C 1.02 0.52 -0.03 0.18
C 1.32 -0.65 -3.33 0.51
C -1.86 0.50 0.33 -0.64
C -1.87 -0.69 -1.85 -0.63
C -0.96 -1.93 0.27 -0.67
C -1.09 -0.55 -0.50 0.15
N 0.23 -0.01 -0.86 -0.68
O 0.67 0.00 -4.03 -0.49
S 2.32 -1.73 -2.75 -0.06
H 4.08 2.27 1.52 0.18
H 3.79 2.34 -0.81 0.18
H 2.42 1.12 3.04 0.18
H 1.93 1.28 -1.90 0.18
H 0.65 -0.07 2.11 0.18
H -2.61 -0.07 1.02 0.17
H -1.17 0.91 1.11 0.23
H -2.28 1.26 -0.37 0.21
H -1.66 -1.64 -2.32 0.19
H -1.44 0.08 -2.40 0.23
H -2.92 -0.55 -1.61 0.18
H -0.69 -2.51 -0.60 0.21
H -0.05 -1.73 0.91 0.22
H -1.89 -2.05 0.79 0.19
```

Summary:
Orbital gap, eV: 5.34
Charge: -1
Largest force on an atom, eV/Å: 6.04
LUMO energy, eV: 3.071
Energy relative to the best compared isomer or geometry (same formula, charge and spin), kJ/mol: 126.85


Entry 5:
The following is a quantum chemistry calculation of a molecular structure, C29H31FFeN6Si in a non-equilibrium geometry, from the OMol25 dataset.

```
69
Properties=species:S:1:pos:R:3:nbo_charge:R:1
Fe 0.73 0.94 -0.81 1.45
C 3.00 -3.95 3.32 -0.62
C 2.68 -2.56 2.86 -0.09
C 2.35 -1.54 3.69 -0.18
C 1.74 -0.35 3.24 -0.29
C 1.64 -0.09 1.84 0.18
N 0.71 0.75 1.30 -0.77
C -0.39 1.25 1.96 0.24
C -0.94 0.56 3.03 -0.26
C -1.86 1.17 3.86 -0.20
C -2.50 2.37 3.60 -0.05
C -3.61 2.87 4.45 -0.62
C -2.01 3.05 2.54 -0.21
C -1.10 2.47 1.68 0.08
N -1.11 3.04 0.41 -0.15
C -1.74 4.24 -0.03 -0.02
C -1.44 4.46 -1.35 -0.34
C -0.55 3.42 -1.71 -0.02
N -0.40 2.55 -0.69 -0.38
C 2.56 -0.91 1.08 0.13
C 2.95 -2.16 1.54 -0.22
N 3.13 -0.45 -0.16 -0.16
C 4.18 -0.92 -0.92 0.02
C 4.41 -0.10 -2.01 -0.34
C 3.39 0.86 -1.90 -0.01
N 2.67 0.73 -0.77 -0.42
H 2.20 -4.66 3.13 0.22
H 3.13 -4.00 4.44 0.21
H 3.94 -4.24 2.82 0.21
H 2.57 -1.64 4.78 0.21
H 1.20 0.25 3.99 0.24
H -0.59 -0.52 3.16 0.24
H -2.28 0.53 4.65 0.20
H -4.59 2.89 3.88 0.22
H -3.37 3.94 4.80 0.22
H -3.74 2.25 5.33 0.22
H -2.36 4.03 2.29 0.20
H -2.40 4.89 0.63 0.23
H -1.90 5.29 -1.94 0.25
H -0.02 3.43 -2.69 0.23
H 3.39 -2.95 0.83 0.22
H 4.82 -1.71 -0.58 0.23
H 5.11 -0.27 -2.83 0.25
H 3.17 1.70 -2.53 0.22
C 0.59 0.66 -4.85 -1.13
Si -0.73 -0.14 -3.74 1.80
C -2.41 0.86 -3.83 -1.11
C -0.96 -1.93 -4.32 -1.12
N -0.16 -0.29 -2.08 -1.32
C -0.62 -1.36 -1.30 0.18
C -1.89 -1.21 -0.67 -0.26
C -2.52 -2.28 -0.03 -0.21
C -1.91 -3.50 0.12 -0.24
C -0.66 -3.72 -0.53 -0.27
C -0.05 -2.65 -1.21 0.33
F 1.22 -2.88 -1.69 -0.35
H 1.10 1.48 -4.36 0.22
H 0.18 0.95 -5.85 0.24
H 1.41 -0.10 -5.01 0.24
H -2.21 1.79 -3.18 0.22
H -3.30 0.33 -3.50 0.24
H -2.60 1.23 -4.81 0.22
H -1.05 -1.92 -5.36 0.22
H -1.72 -2.52 -3.74 0.25
H -0.03 -2.39 -4.09 0.23
H -2.35 -0.24 -0.71 0.21
H -3.47 -2.07 0.45 0.21
H -2.46 -4.27 0.65 0.21
H -0.19 -4.73 -0.59 0.23
```

Summary:
Orbital gap (spin up / spin down), eV: 6.76 / 6.69
2S+1: 5
Charge: 0
Largest force on an atom, eV/Å: 4.80
LUMO energy (spin up / spin down), eV: 0.224 / 0.146
Energy relative to the best compared isomer or geometry (same formula, charge and spin), kJ/mol: 0.00


Entry 6:
The following is a quantum chemistry calculation of a single C3H7N3OS molecule, from the OMol25 dataset.

```
15
Properties=species:S:1:pos:R:3:nbo_charge:R:1
C 2.03 -0.18 1.34 -0.71
C 1.32 -0.98 0.29 0.08
C -1.39 1.07 -0.65 0.24
H 1.37 0.03 2.21 0.24
H 2.89 -0.73 1.72 0.24
H 2.36 0.80 0.95 0.23
H 1.74 -1.95 -0.03 0.20
H 0.18 1.22 0.58 0.40
H -2.93 0.59 -1.85 0.40
H -1.37 -1.50 -1.21 0.50
N 0.22 -0.67 -0.30 -0.27
N -0.35 0.52 0.06 -0.46
N -2.09 0.21 -1.44 -0.32
O -2.28 -1.13 -1.07 -0.55
S -1.71 2.69 -0.60 -0.22
```

Summary:
Orbital gap, eV: 8.94
Structure (SMILES): C/C=N\NC(=S)NO
Charge: 0
Largest force on an atom, eV/Å: 0.98
LUMO energy, eV: 0.520
Energy relative to the best compared isomer or geometry (same formula, charge and spin), kJ/mol: 293.31


| no. | calculated total energy (eV) |
| --- | --- |
| 1 | -10352.045 |
| 2 | -43288.236 |
| 3 | -20811.343 |
| 4 | -26005.932 |
| 5 | -84497.588 |
| 6 | -20575.144 |